[1]
{"formula": "C4H7Br2NaO4", "method": "wB97M-V/def2-TZVPD", "symbols": ["Br", "Br", "Na", "O", "O", "O", "O", "C", "C", "C", "C", "H", "H", "H", "H", "H", "H", "H"], "positions_angstrom": [[-16.590103, 15.748218, -2.134472], [-16.221252, 12.696271, 1.277201], [-12.204885, 15.859089, -0.155372], [-13.155324, 17.205031, -2.066900], [-12.933502, 13.801617, -1.218770], [-10.927348, 16.953455, -1.817055], [-11.728604, 18.514070, -3.244180], [-12.901585, 12.765217, -0.327510], [-16.359647, 13.459469, -0.530870], [-11.937594, 17.574050, -2.393377], [-15.885226, 14.891487, -0.528652], [-15.737390, 12.859701, -1.188514], [-16.337775, 15.450018, 0.287486], [-12.696659, 13.064972, 0.743563], [-12.111679, 12.010178, -0.573342], [-13.860785, 12.185573, -0.266970], [-14.803450, 14.972107, -0.527493], [-17.413792, 13.384797, -0.765614]], "forces_ev_per_angstrom": [[0.186, -0.091, 0.006], [-0.038, 0.001, 0.037], [-0.035, 0.033, -2.116], [0.467, 0.181, 0.567], [-0.230, -0.154, 1.240], [-0.204, 0.148, 0.546], [-0.094, -0.519, 0.380], [0.040, 0.423, -0.641], [0.173, 0.185, -0.033], [-0.155, 0.215, -0.097], [-0.548, 0.231, 0.257], [-0.007, -0.092, 0.070], [0.061, -0.027, 0.033], [-0.018, -0.153, 0.015], [-0.044, -0.098, 0.175], [0.223, -0.110, 0.083], [0.255, -0.116, -0.422], [-0.030, -0.057, -0.099]], "lowdin_charge": [0.62, 0.55, 0.54, -0.24, -0.39, -0.27, -0.22, -0.45, -0.68, -0.98, -0.68, 0.05, 0.04, 0.03, 0.04, -0.01, 0.03, 0.02], "orbital_gap_ev": 2.9, "de_lowest_ev": 0.4783, "charge": -2, "homo_ha": 0.0412, "total_energy_ha": -5767.887754}


[2]
{"formula": "C4H7BrMgN", "method": "wB97M-V/def2-TZVPD", "symbols": ["Br", "Mg", "N", "C", "C", "C", "C", "H", "H", "H", "H", "H", "H", "H"], "positions_angstrom": [[-0.883810, -2.581380, -1.033912], [-1.939220, -3.281360, -2.352772], [-0.327890, 0.401410, 3.174098], [-0.504610, -0.272340, 0.611558], [0.715210, 0.070530, -0.242722], [0.786420, 1.589390, -0.446972], [-0.429330, 0.140060, 2.030818], [1.651020, -0.300050, 0.175628], [1.646100, 1.746820, -1.098332], [-0.740530, -1.336440, 0.599948], [-1.394550, 0.284290, 0.317848], [0.642420, -0.436530, -1.204842], [-0.124150, 1.812700, -1.002942], [0.902920, 2.162900, 0.472598]], "forces_ev_per_angstrom": [[7.873, 3.900, 8.824], [-8.244, -5.521, -10.304], [-0.416, -0.643, -3.337], [-0.150, 0.495, 1.461], [0.093, 0.516, 0.615], [0.303, -1.092, -0.817], [1.082, 0.324, 3.096], [-0.138, -0.104, 0.402], [-0.061, 0.504, 0.036], [0.100, 0.923, 0.909], [-0.127, -0.163, -0.817], [-0.172, 0.236, -0.128], [0.057, 0.735, 0.153], [-0.200, -0.110, -0.092]], "lowdin_charge": [0.53, 0.75, 0.15, -0.31, -0.30, -0.09, -0.21, 0.12, 0.08, -0.06, 0.12, 0.05, 0.08, 0.09], "orbital_gap_ev": 6.3, "de_lowest_ev": 3.3521, "charge": 1, "homo_ha": -0.5039, "total_energy_ha": -2985.086567}